1.
C47H37GeN6O4V | wB97M-V/def2-TZVPD

Geometry (Å):
V: 0.39 -0.29 1.36
O: 6.83 -1.93 2.18
C: 6.19 -1.49 3.12
O: 6.41 -1.14 4.27
C: 4.64 -1.30 2.74
C: 4.20 -1.68 1.47
C: 2.88 -1.47 1.14
N: 2.02 -0.86 1.99
C: 2.43 -0.50 3.23
C: 3.75 -0.73 3.64
C: 1.37 0.12 3.99
C: 1.46 0.56 5.31
C: 0.36 1.14 5.90
C: -0.81 1.29 5.16
C: -0.83 0.85 3.85
N: 0.23 0.27 3.28
C: 2.23 -1.84 -0.10
C: 2.80 -2.66 -1.08
C: 2.06 -2.99 -2.20
C: 0.75 -2.52 -2.29
C: 0.26 -1.72 -1.28
N: 0.97 -1.37 -0.21
H: 4.91 -2.13 0.79
H: 4.11 -0.46 4.62
H: 2.39 0.44 5.85
H: 0.40 1.48 6.92
H: -1.69 1.75 5.59
H: -1.71 0.96 3.23
H: 3.81 -3.02 -0.96
H: 2.47 -3.62 -2.97
H: 0.13 -2.75 -3.14
H: -0.75 -1.35 -1.32
C: 0.96 3.60 2.13
C: 0.24 2.57 1.30
O: 0.79 1.47 1.11
C: -1.10 2.85 0.79
C: -1.89 3.89 1.27
C: -3.17 4.10 0.80
C: -3.69 3.28 -0.19
C: -2.92 2.26 -0.71
C: -1.63 2.03 -0.24
O: -0.87 1.05 -0.79
H: 1.92 3.18 2.44
H: 0.38 3.85 3.02
H: 1.13 4.52 1.57
H: -1.51 4.54 2.05
H: -3.77 4.90 1.20
H: -4.69 3.44 -0.56
H: -3.28 1.62 -1.51
Ge: -0.41 1.22 -2.60
C: 1.47 0.66 -2.83
C: 1.80 0.06 -4.04
C: 3.10 -0.37 -4.28
C: 4.08 -0.16 -3.33
C: 3.77 0.46 -2.13
C: 2.46 0.86 -1.88
C: -1.02 3.04 -3.07
C: -2.04 3.20 -4.00
C: -2.44 4.46 -4.40
C: -1.83 5.58 -3.85
C: -0.84 5.43 -2.90
C: -0.43 4.17 -2.51
H: -1.35 0.18 -3.25
H: 1.03 -0.09 -4.78
H: 3.34 -0.87 -5.21
H: 5.09 -0.48 -3.52
H: 4.53 0.63 -1.39
H: 2.22 1.32 -0.93
H: -2.50 2.32 -4.44
H: -3.22 4.57 -5.13
H: -2.13 6.56 -4.17
H: -0.37 6.30 -2.47
H: 0.35 4.05 -1.78
C: -2.05 -3.39 2.84
C: -0.93 -2.62 2.59
N: -0.93 -1.61 1.71
C: -2.04 -1.40 1.02
C: -3.17 -2.22 1.09
C: -3.19 -3.19 2.09
C: -4.18 -2.09 0.03
C: -4.04 -2.72 -1.13
C: -2.97 -3.67 -1.41
C: -2.88 -4.35 -2.63
C: -1.88 -5.30 -2.75
N: -1.02 -5.55 -1.77
C: -1.16 -4.84 -0.67
N: -2.07 -3.91 -0.45
H: -2.02 -4.15 3.60
H: 0.01 -2.81 3.10
H: -2.03 -0.57 0.32
H: -4.07 -3.81 2.22
H: -5.03 -1.43 0.20
H: -4.76 -2.59 -1.92
H: -3.58 -4.16 -3.43
H: -1.75 -5.88 -3.65
H: -0.47 -5.03 0.14

**Calculated total energy**: -148669.15511 eV
**Multiplicity**: 4
**Expectation value of S²**: 3.786
**Orbital gap (alpha / beta)**: 5.75 / 5.99 eV
**Lowest unoccupied orbital energy (alpha / beta)**: -3.55 / -3.57 eV
**Highest occupied orbital energy (alpha / beta)**: -9.3031 / -9.5524 eV
**M**: 873.405 g mol⁻¹
**Net charge**: +1
**Max |F|**: 0.064 Eh/bohr
**Energy above the lowest of the compared OMol25 structures with the same formula, charge and spin**: 64.9 kcal per mole

2.
C49H51AuNO6P3 | wB97M-V/def2-TZVPD

Geometry (Å):
Au: -0.24 -0.31 0.43
O: 0.89 2.36 1.27
C: 1.92 2.21 2.16
C: 2.17 2.90 3.33
C: 3.25 2.51 4.11
C: 4.06 1.44 3.75
C: 3.79 0.72 2.60
C: 2.74 1.12 1.80
P: 2.17 0.32 0.30
C: 3.17 -1.17 0.17
C: 4.18 -1.31 -0.77
C: 4.98 -2.44 -0.76
C: 4.77 -3.43 0.19
C: 3.75 -3.29 1.13
C: 2.94 -2.18 1.12
C: 2.54 1.42 -1.08
C: 3.22 2.62 -0.89
C: 3.55 3.40 -1.98
C: 3.20 2.99 -3.26
C: 2.50 1.81 -3.44
C: 2.15 1.03 -2.36
C: 0.27 3.53 0.93
C: 0.71 4.81 1.23
C: 0.01 5.91 0.75
C: -1.14 5.74 -0.02
C: -1.58 4.47 -0.34
C: -0.86 3.35 0.10
P: -1.46 1.72 -0.38
C: -1.56 1.73 -2.17
C: -0.79 2.62 -2.92
C: -0.79 2.52 -4.30
C: -1.50 1.50 -4.92
C: -2.26 0.61 -4.18
C: -2.29 0.72 -2.80
C: -3.13 1.61 0.30
C: -3.22 1.50 1.70
C: -4.44 1.61 2.32
C: -5.59 1.82 1.57
C: -5.51 1.93 0.18
C: -4.29 1.82 -0.46
H: 1.53 3.71 3.66
H: 3.45 3.04 5.03
H: 4.90 1.16 4.37
H: 4.40 -0.12 2.29
H: 4.35 -0.53 -1.50
H: 5.76 -2.54 -1.49
H: 5.39 -4.31 0.20
H: 3.60 -4.07 1.86
H: 2.12 -2.06 1.82
H: 3.51 2.93 0.11
H: 4.08 4.33 -1.84
H: 3.47 3.60 -4.11
H: 2.21 1.50 -4.44
H: 1.56 0.13 -2.49
H: 1.60 4.96 1.81
H: 0.36 6.90 0.97
H: -1.68 6.60 -0.37
H: -2.46 4.32 -0.94
H: -0.20 3.38 -2.42
H: -0.22 3.22 -4.88
H: -1.46 1.40 -6.00
H: -2.78 -0.20 -4.66
H: -2.85 0.01 -2.21
H: -2.32 1.34 2.27
H: -4.51 1.54 3.40
H: -6.54 1.93 2.06
H: -6.39 2.11 -0.40
H: -4.22 1.91 -1.53
C: -3.34 -3.79 -1.37
C: -2.93 -2.91 -0.19
C: -2.32 -3.76 0.92
C: -4.14 -2.11 0.31
O: -1.94 -1.94 -0.58
P: -0.94 -2.08 -1.85
O: -1.57 -2.20 -3.17
O: -0.13 -0.80 -1.64
O: -0.06 -3.34 -1.38
C: 0.87 -3.96 -2.27
C: 0.14 -4.85 -3.27
C: 1.67 -2.90 -3.02
C: 1.80 -4.80 -1.39
H: -4.15 -4.45 -1.08
H: -2.49 -4.38 -1.71
H: -3.66 -3.16 -2.20
H: -3.03 -4.48 1.30
H: -1.98 -3.12 1.74
H: -1.45 -4.29 0.53
H: -4.93 -2.79 0.62
H: -4.51 -1.49 -0.50
H: -3.86 -1.47 1.14
H: -0.56 -4.25 -3.85
H: -0.41 -5.63 -2.75
H: 0.86 -5.31 -3.95
H: 0.98 -2.24 -3.55
H: 2.35 -3.37 -3.72
H: 2.26 -2.31 -2.31
H: 1.24 -5.60 -0.91
H: 2.25 -4.18 -0.63
H: 2.58 -5.24 -2.00
O: 0.44 -0.71 2.45
N: -0.11 -0.41 3.62
C: 0.69 0.09 4.61
C: 0.18 0.44 5.82
C: -1.19 0.27 6.08
C: -1.99 -0.28 5.06
C: -1.44 -0.61 3.86
H: 1.74 0.17 4.35
H: 0.84 0.83 6.58
H: -1.61 0.53 7.03
H: -3.04 -0.45 5.23
H: -2.00 -1.05 3.04

**Calculated total energy**: -96971.39756 eV
**Multiplicity**: 2
**Expectation value of S²**: 0.758
**Orbital gap (alpha / beta)**: 6.95 / 5.68 eV
**Lowest unoccupied orbital energy (alpha / beta)**: -2.89 / -4.03 eV
**Highest occupied orbital energy (alpha / beta)**: -9.8415 / -9.7092 eV
**M**: 1039.837 g mol⁻¹
**Net charge**: +1
**Max |F|**: 0.026 Eh/bohr

3.
C30H56N4O7P | wB97M-V/def2-TZVPD

Geometry (Å):
C: 2.53 -3.34 0.40
C: 2.38 -1.84 0.69
P: 0.60 -1.53 0.86
C: -0.07 -1.79 -0.86
C: -1.33 -2.68 -0.81
N: 0.49 0.21 1.20
C: -0.57 0.98 0.99
N: -0.66 2.29 1.32
C: -1.90 2.66 0.98
C: -2.42 4.03 1.21
C: -3.87 4.27 0.79
C: -4.02 4.97 -0.58
C: -4.15 4.01 -1.76
C: -5.59 3.51 -2.08
C: -6.68 3.84 -1.06
C: -7.83 2.82 -1.17
C: -7.47 1.54 -0.43
C: -8.33 0.35 -0.85
C: -8.07 -0.92 -0.04
C: -9.36 -1.59 0.48
O: -9.35 -2.99 0.29
C: -8.69 -3.69 1.34
N: -2.58 1.64 0.44
N: -1.74 0.55 0.44
H: 3.44 -3.71 0.84
H: 2.58 -3.55 -0.66
H: 1.71 -3.90 0.86
H: 2.87 -1.60 1.63
H: 2.85 -1.23 -0.09
H: 0.67 -2.29 -1.47
H: -0.29 -0.84 -1.34
H: -2.19 -2.22 -1.29
H: -1.62 -2.86 0.23
H: -1.13 -3.66 -1.23
H: 1.27 0.66 1.66
H: -2.34 4.18 2.29
H: -1.74 4.75 0.77
H: -4.44 3.34 0.80
H: -4.36 4.90 1.52
H: -3.10 5.54 -0.74
H: -4.82 5.70 -0.55
H: -3.75 4.51 -2.64
H: -3.50 3.15 -1.60
H: -5.89 3.94 -3.03
H: -5.55 2.43 -2.21
H: -7.06 4.84 -1.24
H: -6.33 3.80 -0.03
H: -8.74 3.24 -0.76
H: -7.97 2.60 -2.23
H: -7.60 1.70 0.64
H: -6.42 1.29 -0.57
H: -8.14 0.16 -1.90
H: -9.38 0.64 -0.73
H: -7.60 -1.67 -0.67
H: -7.39 -0.74 0.79
H: -9.53 -1.35 1.53
H: -10.20 -1.22 -0.09
H: -9.38 -3.92 2.15
H: -7.84 -3.13 1.72
H: -8.31 -4.61 0.92
H: -3.53 1.65 0.10
H: -2.05 -0.35 0.11
O: 4.90 -5.53 -3.07
C: 5.48 -4.73 -2.41
O: 4.83 -3.72 -1.77
C: 5.78 -2.84 -1.13
C: 7.04 -3.68 -0.96
C: 6.97 -4.61 -2.16
H: 5.94 -1.98 -1.78
H: 5.37 -2.49 -0.19
H: 7.95 -3.08 -0.91
H: 6.98 -4.26 -0.04
H: 7.43 -4.18 -3.05
H: 7.40 -5.59 -1.97
O: 5.33 0.41 -0.79
C: 4.70 1.38 -0.50
O: 3.87 1.41 0.58
C: 3.16 2.66 0.61
C: 4.00 3.64 -0.20
C: 4.63 2.70 -1.24
H: 2.17 2.50 0.18
H: 3.04 2.98 1.65
H: 3.42 4.45 -0.63
H: 4.78 4.07 0.43
H: 4.00 2.58 -2.12
H: 5.63 3.02 -1.54
O: 9.78 -3.96 0.73
C: 9.82 -2.97 1.41
O: 8.78 -2.11 1.51
C: 9.16 -0.97 2.30
C: 10.32 -1.44 3.16
C: 10.99 -2.47 2.24
H: 9.44 -0.16 1.63
H: 8.30 -0.65 2.89
H: 10.98 -0.63 3.47
H: 9.95 -1.94 4.05
H: 11.71 -2.01 1.57
H: 11.45 -3.29 2.78

**Calculated total energy**: -61594.40876 eV
**Orbital gap**: 8.80 eV
**Lowest unoccupied orbital energy**: -2.49 eV
**Highest occupied orbital energy**: -11.2928 eV
**M**: 615.773 g mol⁻¹
**Net charge**: +1
**Max |F|**: 0.027 Eh/bohr

4.
C3H6NO2 | wB97M-V/def2-TZVPD

Geometry (Å):
C: -0.80 0.76 -0.14
C: -1.69 0.53 -1.24
C: 1.23 -0.21 0.80
N: 2.01 -1.24 1.00
O: -0.89 1.64 0.67
O: 0.22 -0.29 -0.02
H: -1.81 1.34 -1.92
H: -1.34 -0.30 -1.66
H: 1.15 0.81 1.33
H: 1.92 -2.11 0.42
H: 2.76 -1.26 1.65
H: -2.77 0.33 -0.90

**Calculated total energy**: -8780.90732 eV
**Multiplicity**: 3
**Expectation value of S²**: 2.013
**Orbital gap (alpha / beta)**: 6.87 / 8.29 eV
**Lowest unoccupied orbital energy (alpha / beta)**: -4.30 / -8.92 eV
**Highest occupied orbital energy (alpha / beta)**: -11.1682 / -17.2167 eV
**M**: 88.086 g mol⁻¹
**Net charge**: +1
**Max |F|**: 0.148 Eh/bohr
**Energy above the lowest of the compared OMol25 structures with the same formula, charge and spin**: 2.5 kcal per mole

5.
C7H10 | wB97M-V/def2-TZVPD

Geometry (Å):
C: 1.87 -0.22 -0.16
C: 1.04 0.13 -1.37
C: 0.40 0.02 -0.01
C: -0.20 1.24 0.71
C: -1.68 1.06 0.92
C: -1.92 -0.30 0.34
C: -0.59 -1.08 0.34
H: 2.56 0.53 0.22
H: 2.24 -1.24 -0.08
H: 1.17 1.12 -1.81
H: 0.86 -0.66 -2.11
H: 0.24 1.34 1.72
H: -0.04 2.22 0.23
H: -0.41 -1.39 1.37
H: -2.17 0.04 -0.70
H: -2.80 -0.84 0.70
H: -0.56 -1.98 -0.30

**Calculated total energy**: -7416.97315 eV
**Orbital gap**: 8.77 eV
**Lowest unoccupied orbital energy**: 0.37 eV
**Highest occupied orbital energy**: -8.3958 eV
**M**: 94.157 g mol⁻¹
**Max |F|**: 0.016 Eh/bohr
**Energy above the lowest of the compared OMol25 structures with the same formula, charge and spin**: 93.7 kcal per mole

6.
C29H30LiNO4PSTe | wB97M-V/def2-TZVPD

Geometry (Å):
Li: -2.44 -0.24 -0.94
O: -2.01 -4.32 -2.04
S: -1.44 -3.01 -1.80
O: -0.75 -2.87 -0.53
O: -2.38 -1.90 -2.07
C: -0.15 -2.80 -3.01
C: -0.06 -3.88 -3.89
C: 0.97 -3.90 -4.82
C: 1.84 -2.82 -4.93
C: 1.65 -1.71 -4.13
C: 0.70 -1.70 -3.11
P: 0.57 -0.21 -2.02
C: 1.93 -0.41 -0.82
C: 2.39 0.71 -0.13
C: 3.27 0.60 0.91
C: 3.77 -0.65 1.28
C: 3.37 -1.76 0.56
C: 2.45 -1.63 -0.50
C: 1.09 1.11 -3.18
C: 2.37 1.64 -3.28
C: 2.63 2.64 -4.21
C: 1.64 3.09 -5.07
C: 0.37 2.54 -4.99
C: 0.09 1.56 -4.04
H: -0.74 -4.69 -3.75
H: 1.08 -4.75 -5.45
H: 2.59 -2.85 -5.69
H: 2.31 -0.87 -4.27
H: 1.97 1.68 -0.39
H: 3.63 1.45 1.46
H: 4.46 -0.76 2.10
H: 3.73 -2.73 0.81
H: 2.11 -2.51 -0.99
H: 3.16 1.27 -2.65
H: 3.63 3.05 -4.26
H: 1.84 3.88 -5.79
H: -0.38 2.88 -5.70
H: -0.94 1.16 -3.96
C: -1.72 -0.08 8.10
C: -1.71 -0.06 6.59
C: -2.84 -0.21 5.81
C: -2.77 -0.31 4.42
C: -4.02 -0.52 3.62
C: -1.53 -0.27 3.77
Te: -1.28 -0.82 1.74
C: -0.39 -0.06 4.55
C: 0.97 0.06 3.92
C: -0.50 0.03 5.94
H: -2.68 0.27 8.54
H: -0.91 0.52 8.53
H: -1.59 -1.11 8.47
H: -3.82 -0.28 6.29
H: -4.94 -0.35 4.24
H: -4.10 -1.55 3.22
H: -4.06 0.11 2.74
H: 1.12 1.05 3.47
H: 1.06 -0.63 3.08
H: 1.79 -0.12 4.64
H: 0.41 0.13 6.50
C: -2.26 3.73 -2.25
C: -2.07 2.57 -1.32
N: -1.15 2.65 -0.36
O: -2.81 1.58 -1.46
H: -1.45 4.46 -2.27
H: -3.16 4.23 -1.90
H: -2.43 3.37 -3.27
H: -0.48 3.39 -0.37
H: -1.03 1.89 0.32

**Calculated total energy**: -67867.27881 eV
**Orbital gap**: 5.49 eV
**Lowest unoccupied orbital energy**: 2.22 eV
**Highest occupied orbital energy**: -3.2736 eV
**M**: 654.144 g mol⁻¹
**Net charge**: -1
**Max |F|**: 0.022 Eh/bohr
**Energy above the lowest of the compared OMol25 structures with the same formula, charge and spin**: 0.0 kcal per mole

7.
C6H14O | wB97M-V/def2-TZVPD

Geometry (Å):
C: -0.11 -0.73 -3.29
C: 0.37 0.04 -2.07
C: -0.59 -0.08 -0.89
C: -0.08 0.56 0.39
C: -1.11 0.50 1.52
O: -0.57 0.87 2.77
C: 0.04 -0.21 3.43
H: 0.58 -0.64 -4.13
H: -1.10 -0.38 -3.62
H: -0.21 -1.80 -3.05
H: 1.36 -0.32 -1.77
H: 0.50 1.10 -2.33
H: -1.56 0.37 -1.17
H: -0.79 -1.14 -0.70
H: 0.20 1.61 0.22
H: 0.84 0.05 0.71
H: -1.93 1.19 1.31
H: -1.54 -0.52 1.58
H: -0.70 -0.95 3.77
H: 0.55 0.19 4.31
H: 0.78 -0.72 2.80

**Calculated total energy**: -8496.11779 eV
**Orbital gap**: 10.78 eV
**Lowest unoccupied orbital energy**: 1.12 eV
**Highest occupied orbital energy**: -9.6561 eV
**M**: 102.177 g mol⁻¹
**Max |F|**: 0.006 Eh/bohr
**SMILES**: CCCCCOC
**Energy above the lowest of the compared OMol25 structures with the same formula, charge and spin**: 17.9 kcal per mole

8.
H4N2OS | wB97M-V/def2-TZVPD

Geometry (Å):
N: -0.54 1.49 -0.48
N: -1.14 -0.80 0.18
O: 1.82 -0.79 -0.30
S: -0.06 0.46 0.47
H: -0.46 2.45 -0.18
H: -1.16 -1.45 0.98
H: -1.00 -1.25 -0.69
H: 2.54 -0.12 0.03

**Calculated total energy**: -15922.70379 eV
**Multiplicity**: 3
**Expectation value of S²**: 2.008
**Orbital gap (alpha / beta)**: 7.91 / 7.60 eV
**Lowest unoccupied orbital energy (alpha / beta)**: 0.74 / -2.31 eV
**Highest occupied orbital energy (alpha / beta)**: -7.1725 / -9.9091 eV
**M**: 80.112 g mol⁻¹
**Max |F|**: 0.088 Eh/bohr
**Energy above the lowest of the compared OMol25 structures with the same formula, charge and spin**: 11.8 kcal per mole

9.
C30H34N3O2 | wB97M-V/def2-TZVPD

Geometry (Å):
C: 6.99 -1.91 1.27
O: 5.87 -2.44 2.02
C: 4.67 -1.80 1.95
C: 3.54 -2.48 2.47
C: 2.27 -1.95 2.31
C: 2.09 -0.69 1.69
C: 0.74 -0.12 1.41
C: -0.18 -0.95 0.88
C: -1.57 -0.66 0.39
C: -2.64 -1.54 1.08
C: -3.90 -1.02 1.45
C: -4.99 -1.86 1.68
C: -4.85 -3.25 1.66
C: -3.55 -3.76 1.55
C: -2.45 -2.92 1.30
C: 0.53 1.34 1.62
C: 1.31 2.06 2.56
C: 1.19 3.44 2.70
C: 0.25 4.16 1.91
O: 0.18 5.50 2.04
C: -0.77 6.20 1.20
C: -0.56 3.45 1.00
C: -0.37 2.09 0.84
C: 3.22 -0.01 1.22
C: 4.50 -0.54 1.34
H: 7.81 -2.60 1.49
H: 6.78 -1.91 0.19
H: 7.26 -0.90 1.60
H: 3.70 -3.43 2.98
H: 1.41 -2.49 2.68
H: 0.05 -2.02 0.84
H: -1.88 0.35 0.73
H: -4.03 0.05 1.58
H: -5.99 -1.45 1.87
H: -5.72 -3.92 1.74
H: -3.40 -4.84 1.63
H: -1.45 -3.33 1.36
H: 2.03 1.52 3.18
H: 1.81 3.99 3.40
H: -0.69 7.24 1.51
H: -0.52 6.09 0.14
H: -1.79 5.83 1.37
H: -1.32 3.95 0.39
H: -0.90 1.63 0.00
H: 3.11 0.96 0.74
H: 5.36 0.02 0.97
C: -3.43 -0.93 -2.80
C: -2.83 -1.51 -1.57
N: -1.70 -0.70 -1.09
C: -0.83 -0.17 -2.05
N: -1.13 -0.31 -3.36
C: -2.38 -0.83 -3.86
C: -0.25 0.08 -4.46
C: 1.16 0.36 -4.02
C: 1.15 1.20 -2.76
N: 0.32 0.51 -1.76
H: -4.26 -1.58 -3.14
H: -3.84 0.06 -2.58
H: -3.67 -1.47 -0.88
H: -2.51 -2.57 -1.66
H: -2.16 -1.84 -4.25
H: -2.71 -0.17 -4.67
H: -0.27 -0.73 -5.19
H: -0.68 0.98 -4.95
H: 1.69 -0.58 -3.85
H: 1.67 0.89 -4.83
H: 2.18 1.34 -2.38
H: 0.75 2.20 -3.00
H: 0.55 0.72 -0.80

**Calculated total energy**: -40220.38007 eV
**Orbital gap**: 8.17 eV
**Lowest unoccupied orbital energy**: -2.02 eV
**Highest occupied orbital energy**: -10.1883 eV
**M**: 468.621 g mol⁻¹
**Net charge**: +1
**Max |F|**: 0.045 Eh/bohr
**SMILES**: COc1ccc(C(=C[C@H](c2ccccc2)N2CCCN3CCC[NH+]=C32)c2ccc(OC)cc2)cc1
**Energy above the lowest of the compared OMol25 structures with the same formula, charge and spin**: 9.5 kcal per mole